A structure of composition C55H38ClF4N16O3RbSSe, computed with ωB97M-V/def2-TZVPD.

Output
HOMO ... -0.0870 Ha
F_max ... 0.85 eV Å⁻¹
2S+1 ... 1
LUMO energy ... 3.439 eV
DFT total energy ... -6904.12435 a.u.
Energy relative to the best compared isomer or geometry (same formula, charge and spin) ... 0.0 kJ/mol
Frontier orbital gap ... 5.807 eV
Total charge ... -2

Element x y z (Å)
C (-3.02435, 1.35909, -1.15044)
N (1.82978, 0.72382, 1.14381)
H (0.27521, -1.60620, 3.20740)
C (1.87114, -3.25214, 0.24655)
S (-2.66634, -2.86313, 1.24740)
N (9.86423, 0.08146, 1.44415)
H (-2.92791, -5.33639, 2.68649)
N (4.98528, 2.29776, 3.07301)
N (-2.34685, -2.66233, -0.28516)
C (-0.65261, 1.41358, -5.44126)
H (-1.47708, -6.90949, -0.99056)
C (-4.70070, 0.17419, -2.47698)
H (-0.53682, 6.53201, -6.76080)
Cl (-6.86831, -1.10232, -1.43412)
H (0.83845, 3.74199, 1.51179)
H (0.06953, -3.92951, -3.64623)
H (1.16232, -3.59029, -0.50067)
C (-2.17366, 3.46125, 3.52988)
C (7.74616, 1.48352, 1.06101)
F (5.77251, 3.23667, -0.09379)
C (-5.39131, -0.16305, -1.31580)
C (3.15396, -1.67454, -2.69000)
H (1.13330, 1.23496, 6.30937)
C (2.38150, 0.49592, -2.81415)
H (-1.85740, 4.81516, 5.17598)
C (-0.61450, 4.33292, -2.96916)
C (4.61797, 1.47776, -1.07699)
C (3.90219, 1.78267, 2.44512)
C (5.67758, 1.91046, -0.30717)
H (-3.96900, 0.95282, 2.17680)
H (5.16434, 3.28155, 2.94836)
C (-0.90307, 5.37735, -3.84269)
H (-0.19309, 3.38186, 6.30151)
C (-1.03633, 3.86612, -5.68026)
C (3.32358, -0.31734, -2.28895)
C (7.80418, 2.75656, 1.66015)
H (-1.19995, 3.67779, -6.73677)
C (6.63949, 1.05000, 0.23675)
C (0.85219, -0.28348, 4.83329)
C (-1.34852, -5.88324, -1.32725)
H (1.56902, -0.97873, 5.24881)
C (-1.11303, 5.16466, -5.19718)
C (6.40640, -0.29338, -0.08335)
C (-3.87334, -5.14699, 2.19798)
N (-2.24613, 1.94731, 1.65089)
C (8.89316, 0.68620, 1.26495)
C (2.64313, -4.16404, 0.95000)
C (2.86279, 0.00258, 1.56150)
C (-0.75663, 2.78875, -4.84518)
C (3.68360, -2.30770, 2.03091)
N (-0.70008, 0.17511, 3.07010)
H (0.39395, 1.12045, -5.54556)
N (-1.96012, -4.95618, -0.60772)
F (3.75822, 2.41203, -1.52667)
C (5.36741, -0.71935, -0.88279)
H (4.22047, -4.35173, 2.39804)
H (-0.50999, 5.68686, -1.31741)
C (0.14166, -0.62797, 3.66242)
H (-1.10004, 4.06316, -0.90216)
C (-6.25453, -4.64241, 0.86911)
C (-0.54481, 3.03737, -3.48471)
H (-3.00529, 1.18492, -3.28956)
N (2.94837, -2.74794, -3.05916)
F (7.20354, -1.24768, 0.43165)
C (-4.00864, -4.00912, 1.42331)
C (-5.19799, -3.75567, 0.75987)
C (-1.85397, 2.25967, 2.94850)
C (-0.58081, -5.59430, -2.44263)
C (-0.51390, -4.24966, -2.78878)
C (-0.94089, 1.38545, 3.62581)
H (-2.23805, 6.08299, -6.78886)
H (-2.85031, 4.12705, 3.00936)
C (-0.33032, 1.80709, 4.82446)
Se (-0.13389, 1.57816, -2.31560)
F (5.26806, -2.04327, -1.10747)
C (-0.38969, 4.62058, -1.51309)
N (0.84612, 2.80238, 1.15859)
C (4.41883, 0.14415, -1.42676)
C (-6.12926, -5.79318, 1.64421)
O (-1.93225, 2.05553, -1.09334)
C (-0.66988, 3.06546, 5.38191)
H (-0.06413, -6.35530, -3.00831)
H (-1.64475, 7.21767, -5.57323)
H (2.51518, -5.22360, 0.77630)
N (-7.21617, -6.67986, 1.78415)
C (-3.54808, 0.91674, -2.39257)
O (-1.54077, -3.41544, 1.98152)
H (-6.92418, -7.62985, 1.96070)
H (5.80033, 1.70329, 3.06626)
H (0.61357, 4.31805, -1.20870)
H (-1.12091, 1.39215, -6.42583)
C (-4.93252, -6.03344, 2.31420)
H (-0.96291, 6.38540, -3.44610)
H (-0.00594, 2.41721, 0.77505)
C (-1.40003, 6.31183, -6.12811)
N (1.57995, 1.20916, -3.32354)
N (7.88101, 3.77692, 2.20557)
C (-3.31421, 1.31418, 1.37699)
C (3.57800, -3.67623, 1.84715)
Rb (-0.67905, -0.62830, 0.17104)
H (-5.07321, -0.15424, -3.43894)
C (-4.91663, 0.22617, -0.08839)
H (-5.43216, -0.07707, 0.81414)
C (1.89304, 2.02506, 1.47988)
H (-7.18172, -4.44044, 0.34429)
H (-7.84287, -6.65450, 0.99321)
C (-1.58637, 3.85577, 4.75213)
C (2.83374, -1.47530, 1.31091)
N (3.91000, 0.45350, 2.23454)
O (-3.16290, -1.58748, 1.72793)
N (2.91512, 2.61041, 2.11256)
N (1.95983, -1.93745, 0.41737)
H (-5.29495, -2.87174, 0.14287)
H (-1.12048, 0.65978, -4.80818)
H (-4.82951, -6.92568, 2.92227)
C (0.61151, 0.92951, 5.40972)
C (-3.74650, 0.98483, 0.02133)
C (-1.80468, -3.67536, -1.00347)
N (-1.11496, -3.29175, -2.10855)
H (4.40126, -1.86897, 2.70781)

Mulliken population analysis, charges in e, atoms 1 to 99:
1 C -0.015
2 N 1.336
3 H 0.658
4 C -0.460
5 S 1.753
6 N -0.768
7 H 0.526
8 N -0.367
9 N -0.171
10 C -1.790
11 H 0.392
12 C -0.971
13 H 0.298
14 Cl -0.281
15 H 0.289
16 H 0.373
17 H 0.037
18 C -0.343
19 C 0.385
20 F -0.455
21 C 0.402
22 C -0.016
23 H 0.375
24 C 0.128
25 H 0.361
26 C 0.665
27 C 0.776
28 C -0.436
29 C 0.264
30 H 0.047
31 H 0.309
32 C -1.075
33 H 0.398
34 C -0.993
35 C 0.416
36 C -0.137
37 H 0.366
38 C 0.777
39 C -1.048
40 C -0.268
41 H 0.417
42 C 0.814
43 C 0.316
44 C -0.358
45 N 0.379
46 C -0.022
47 C -0.534
48 C 0.687
49 C 1.030
50 C -0.509
51 N 0.493
52 H 0.303
53 N -0.382
54 F -0.520
55 C 0.288
56 H 0.411
57 H 0.416
58 C -0.196
59 H 0.054
60 C -0.742
61 C 0.118
62 H 0.395
63 N -0.756
64 F -0.434
65 C -0.740
66 C -0.548
67 C -0.685
68 C -0.678
69 C -0.151
70 C 0.410
71 H 0.358
72 H 0.464
73 C 0.843
74 Se 0.622
75 F -0.497
76 C -1.061
77 N 0.669
78 C 0.157
79 C 1.112
80 O -0.292
81 C -1.002
82 H 0.391
83 H 0.344
84 H 0.489
85 N -0.639
86 C -0.613
87 O -0.824
88 H 0.227
89 H 0.282
90 H 0.183
91 H 0.450
92 C -0.754
93 H 0.274
94 H -0.623
95 C -1.546
96 N -0.570
97 N -0.807
98 C -0.270
99 C -0.944